## P
# C4H2N2S2

A single C4H2N2S2 molecule (ωB97M-V/def2-TZVPD, the OMol25 dataset).

The charge is 0. As for the HOMO energy: -9.6 eV. The LUMO energy is -1.430 eV. The SMILES is N#CC(C#N)C(=S)S. For the HOMO-LUMO gap, the calculation gives 8.15 eV.

Element x y z (Å)
N -2.29 -1.95 0.01
C -1.30 -1.22 0.11
C -0.43 -0.10 0.34
C 0.64 -0.10 1.47
N 1.56 -0.20 2.16
C 0.16 0.27 -1.04
S -0.58 -0.10 -2.48
S 1.30 1.55 -1.13
H -1.26 0.64 0.36
H 2.19 1.21 0.20

Atom charges from the Löwdin analysis, given in e for atoms 1 to 8: number 1, N, carries 0.18; number 2, C, carries -0.25; number 3, C, carries -0.35; number 4, C, carries -0.16; number 5, N, carries 0.16; number 6, C, carries -1.20; number 7, S, carries 0.69; number 8, S, carries 0.72

## Q
# C4H2N2S2

A single C4H2N2S2 molecule (ωB97M-V/def2-TZVPD, the OMol25 dataset).

The charge is 0. As for the HOMO energy: -9.4 eV. The LUMO energy is -1.300 eV. The SMILES is N#C[C@H]1C=NSC1=S. For the HOMO-LUMO gap, the calculation gives 8.13 eV.

Element x y z (Å)
N 2.00 -1.38 1.48
C 1.16 -1.00 0.85
C 0.04 -0.42 -0.02
C -0.91 0.50 0.82
N -1.37 1.65 0.38
S -0.92 1.55 -1.50
C 0.25 0.20 -1.34
S 1.38 -0.07 -2.52
H -0.50 -1.37 0.02
H -1.12 0.34 1.83

Atom charges from the Löwdin analysis, given in e for atoms 1 to 8: number 1, N, carries 0.17; number 2, C, carries -0.19; number 3, C, carries -0.35; number 4, C, carries -0.21; number 5, N, carries -0.12; number 6, S, carries 0.87; number 7, C, carries -1.08; number 8, S, carries 0.67

So which one is most stable? That would be Q, about 0.0292 hartree below the next structure.

## P
# C6H13N2

2 unconnected molecules or ions with the total composition C6H13N2 (ωB97M-V/def2-TZVPD, the OMol25 dataset).

The charge is +1. As for the HOMO energy: -12.1 eV. The LUMO energy is -5.160 eV. For the HOMO-LUMO gap, the calculation gives 6.90 eV.

Element x y z (Å)
C 0.02 -0.16 -2.02
C 0.04 -0.53 -3.30
C 0.25 1.78 -0.51
N 0.09 1.24 -1.70
H -0.12 -0.81 -1.17
H 0.07 0.22 -4.11
H -0.06 -1.59 -3.49
H 0.48 2.84 -0.53
H 0.12 1.15 0.38
H 0.20 1.89 -2.51
C 1.32 -0.31 2.07
C -0.20 -0.51 1.86
C -1.17 0.40 2.18
N -0.49 -1.75 1.17
H 1.83 -0.60 1.13
H 1.71 -1.09 2.77
H 1.54 0.72 2.37
H -2.21 0.05 2.11
H -0.98 1.43 2.42
H 0.13 -2.54 1.42
H -1.44 -2.04 1.22

Atom charges from the Löwdin analysis, given in e for atoms 1 to 8: number 1, C, carries -0.12; number 2, C, carries 0.10; number 3, C, carries 0.21; number 4, N, carries 0.04; number 5, H, carries 0.10; number 6, H, carries 0.09; number 7, H, carries 0.08; number 8, H, carries 0.13

## Q
# C6H13N2

A gas-phase ion, C6H13N2 (charge +1) (ωB97M-V/def2-TZVPD, the OMol25 dataset).

The charge is +1. As for the HOMO energy (spin up / spin down): -13.1 / -13.0 eV. The LUMO energy (spin up / spin down) is -4.684 / -4.360 eV. For the HOMO-LUMO gap (spin up / spin down), the calculation gives 8.40 / 8.64 eV.

Element x y z (Å)
C -1.38 -1.83 1.07
C -0.56 0.58 0.97
C -0.40 -0.75 1.51
C 1.17 1.08 -0.81
C 2.20 0.05 -0.78
C -1.22 1.54 -1.21
N -0.24 0.69 -0.50
N -0.07 -1.78 0.52
H -1.65 -2.59 1.79
H -2.18 -1.54 0.40
H -0.38 1.46 1.56
H -0.03 -0.83 2.53
H 1.40 2.12 -0.67
H 2.45 -0.28 0.23
H 3.12 0.45 -1.21
H 1.90 -0.84 -1.34
H -1.01 1.54 -2.27
H -2.22 1.17 -1.02
H -1.15 2.56 -0.84
H 0.56 -2.50 0.86
H -0.31 -0.30 -0.80

Atom charges from the Löwdin analysis, given in e for atoms 1 to 8: number 1, C, carries -0.08; number 2, C, carries 0.07; number 3, C, carries -0.26; number 4, C, carries -0.02; number 5, C, carries -0.07; number 6, C, carries 0.01; number 7, N, carries -0.18; number 8, N, carries 0.01

So which one is most stable? That would be P, about 0.0845 hartree below the next structure.

## P
# C6H13N2

A gas-phase ion, C6H13N2 (charge +1) (ωB97M-V/def2-TZVPD, the OMol25 dataset).

The charge is +1. As for the HOMO energy: -14.5 eV. The LUMO energy is -2.684 eV. The SMILES is [H]/N=C/CC1([NH2+]C)CC1. For the HOMO-LUMO gap, the calculation gives 11.79 eV.

Element x y z (Å)
H -3.22 -0.51 1.01
N -2.30 -0.33 0.63
C -2.22 0.56 -0.27
C -0.83 0.78 -0.84
C 0.36 0.40 0.04
N 0.34 -0.98 0.61
C 0.72 -2.05 -0.33
C 0.99 1.44 0.92
C 1.72 0.95 -0.30
H -3.03 1.15 -0.68
H -0.79 0.23 -1.79
H -0.73 1.84 -1.11
H -0.70 -1.05 0.87
H 0.93 -1.01 1.45
H 0.03 -2.06 -1.17
H 1.73 -1.89 -0.70
H 0.67 -3.02 0.17
H 1.36 1.15 1.89
H 0.58 2.44 0.91
H 1.80 1.61 -1.15
H 2.59 0.33 -0.16

Atom charges from the Löwdin analysis, given in e for atoms 1 to 8: number 1, H, carries 0.09; number 2, N, carries 0.10; number 3, C, carries -0.15; number 4, C, carries -0.09; number 5, C, carries -0.41; number 6, N, carries 0.04; number 7, C, carries 0.01; number 8, C, carries -0.04

## Q
# C6H13N2

A gas-phase ion, C6H13N2 (charge +1) (ωB97M-V/def2-TZVPD, the OMol25 dataset).

The charge is +1. As for the HOMO energy: -14.9 eV. The LUMO energy is -4.666 eV. The SMILES is [H]/N=C/[NH+]=C(\C)C(C)C. For the HOMO-LUMO gap, the calculation gives 10.25 eV.

Element x y z (Å)
H -0.63 3.14 2.66
N -0.56 2.32 2.06
C -0.04 1.32 2.59
N 0.09 0.20 1.77
C -0.20 0.20 0.49
C -0.78 1.31 -0.25
C 0.19 -1.03 -0.25
C -0.84 -1.53 -1.28
C 1.53 -0.69 -0.94
H 0.36 1.18 3.60
H 0.47 -0.64 2.18
H -1.77 1.55 0.15
H -0.86 1.08 -1.30
H -0.21 2.23 -0.08
H 0.38 -1.85 0.45
H -0.49 -2.47 -1.69
H -0.97 -0.84 -2.11
H -1.80 -1.70 -0.81
H 1.42 0.16 -1.62
H 1.85 -1.54 -1.53
H 2.30 -0.46 -0.21

Atom charges from the Löwdin analysis, given in e for atoms 1 to 8: number 1, H, carries 0.10; number 2, N, carries 0.15; number 3, C, carries -0.18; number 4, N, carries 0.15; number 5, C, carries -0.18; number 6, C, carries 0.00; number 7, C, carries -0.35; number 8, C, carries -0.04

So which one is most stable? That would be Q, about 0.0108 hartree below the next structure.

## P
# C6H13N2

A gas-phase ion, C6H13N2 (charge +1) (ωB97M-V/def2-TZVPD, the OMol25 dataset).

The charge is +1. As for the HOMO energy: -14.0 eV. The LUMO energy is -4.939 eV. For the HOMO-LUMO gap, the calculation gives 9.09 eV.

Element x y z (Å)
C -0.25 -1.19 -1.11
C -1.24 -0.32 -0.22
C -0.63 0.91 0.26
C -1.74 -1.20 0.92
C -0.37 2.08 -0.58
C 2.69 0.00 0.59
N 1.08 -1.09 -0.69
N 1.39 -0.24 0.11
H -0.55 -2.23 -1.07
H -0.27 -0.90 -2.16
H -2.05 -0.07 -0.92
H -0.54 1.04 1.33
H -0.90 -1.62 1.47
H -2.36 -2.01 0.54
H -2.35 -0.62 1.62
H 0.55 2.59 -0.29
H -1.17 2.81 -0.40
H -0.36 1.86 -1.64
H 3.46 -0.42 -0.07
H 2.78 -0.45 1.58
H 2.83 1.07 0.71

Atom charges from the Löwdin analysis, given in e for atoms 1 to 8: number 1, C, carries -0.12; number 2, C, carries -0.33; number 3, C, carries 0.01; number 4, C, carries -0.05; number 5, C, carries -0.04; number 6, C, carries -0.03; number 7, N, carries 0.09; number 8, N, carries -0.01

## Q
# C6H13N2

2 unconnected molecules or ions with the total composition C6H13N2 (ωB97M-V/def2-TZVPD, the OMol25 dataset).

The charge is +1. As for the HOMO energy: -13.1 eV. The LUMO energy is -4.269 eV. For the HOMO-LUMO gap, the calculation gives 8.82 eV.

Element x y z (Å)
C 2.21 0.81 -2.12
C -0.06 1.48 0.29
C 2.18 0.73 -0.81
C 0.38 0.07 -0.07
C -0.04 -2.28 -0.08
C -1.86 -0.73 0.47
N -0.46 -0.94 0.23
N -0.59 1.46 1.66
H 1.48 0.28 -2.73
H 3.13 1.12 -2.62
H 0.85 2.16 0.17
H -0.78 1.85 -0.46
H 2.84 0.86 0.04
H -0.65 -2.94 0.55
H -0.37 -2.54 -1.13
H 1.06 -2.44 0.07
H -2.01 0.43 0.24
H -2.43 -1.33 -0.31
H -2.27 -0.96 1.52
H -1.58 1.27 1.93
H 0.12 1.00 2.29

Atom charges from the Löwdin analysis, given in e for atoms 1 to 8: number 1, C, carries 0.01; number 2, C, carries -0.26; number 3, C, carries 0.04; number 4, C, carries 0.04; number 5, C, carries -0.03; number 6, C, carries -0.04; number 7, N, carries -0.20; number 8, N, carries -0.02

## R
# C6H13N2

A gas-phase ion, C6H13N2 (charge +1) (ωB97M-V/def2-TZVPD, the OMol25 dataset).

The charge is +1. As for the HOMO energy (spin up / spin down): -12.9 / -12.9 eV. The LUMO energy (spin up / spin down) is -3.631 / -3.631 eV. For the HOMO-LUMO gap (spin up / spin down), the calculation gives 9.23 / 9.23 eV.

Element x y z (Å)
C -0.89 -1.02 -1.01
C -0.69 -1.30 1.43
C -1.09 1.37 0.69
C 1.44 1.53 0.57
C 1.45 -0.76 -1.31
C 0.25 0.72 0.26
N -1.18 -1.63 0.26
N 0.16 -0.12 -0.75
H -0.59 -1.82 -1.68
H -1.81 -0.53 -1.39
H -1.17 -1.71 2.26
H -1.12 1.53 1.82
H -2.02 0.99 0.56
H -1.08 2.39 0.23
H 1.78 2.07 -0.22
H 2.26 0.93 0.94
H 1.13 2.28 1.41
H 1.24 -1.79 -0.96
H 2.24 -0.13 -0.95
H 1.63 -0.67 -2.42
H -1.94 -2.31 0.24

Atom charges from the Löwdin analysis, given in e for atoms 1 to 8: number 1, C, carries -0.17; number 2, C, carries 0.13; number 3, C, carries -0.03; number 4, C, carries 0.00; number 5, C, carries 0.06; number 6, C, carries -0.27; number 7, N, carries -0.03; number 8, N, carries -0.11

## S
# C6H13N2

A gas-phase ion, C6H13N2 (charge +1) (ωB97M-V/def2-TZVPD, the OMol25 dataset).

The charge is +1. As for the HOMO energy: -11.4 eV. The LUMO energy is -3.620 eV. For the HOMO-LUMO gap, the calculation gives 7.76 eV.

Element x y z (Å)
C -0.02 1.78 -0.53
C -0.47 -1.30 1.56
C 0.54 -1.93 0.65
C -0.80 -0.31 0.47
C 0.64 3.08 -0.25
C 0.23 -3.09 -0.20
N -0.51 1.55 -1.75
N -0.13 0.90 0.44
H -1.30 -1.94 1.82
H -0.06 -0.83 2.45
H 1.51 -1.48 0.57
H -1.44 -0.58 -0.34
H 1.38 2.99 0.54
H -0.10 3.81 0.08
H 1.12 3.48 -1.14
H 0.94 -3.89 0.06
H 0.38 -2.89 -1.26
H -0.78 -3.46 -0.03
H -0.45 2.26 -2.46
H -0.97 0.69 -1.99
H 0.30 1.15 1.33

Atom charges from the Löwdin analysis, given in e for atoms 1 to 8: number 1, C, carries -0.34; number 2, C, carries -0.19; number 3, C, carries -0.08; number 4, C, carries -0.09; number 5, C, carries 0.02; number 6, C, carries -0.09; number 7, N, carries 0.22; number 8, N, carries 0.08

So which one is most stable? That would be S, about 0.0444 hartree below the next structure.

## P
# C6H13N2

A gas-phase ion, C6H13N2 (charge +1) (ωB97M-V/def2-TZVPD, the OMol25 dataset).

The charge is +1. As for the HOMO energy (spin up / spin down): -10.4 / -12.0 eV. The LUMO energy (spin up / spin down) is -4.250 / -3.471 eV. For the HOMO-LUMO gap (spin up / spin down), the calculation gives 6.14 / 8.49 eV.

Element x y z (Å)
C -0.16 -1.80 -0.13
C -1.08 -0.95 0.78
C 1.10 -1.07 -0.48
C -0.01 1.17 0.43
C 1.22 0.16 0.44
C -2.21 0.82 -0.55
N -1.13 0.48 0.46
N 2.43 1.00 -0.03
H 0.08 -2.64 0.50
H -0.66 -2.15 -1.12
H -2.15 -1.29 0.74
H -0.69 -1.22 1.82
H 1.09 -0.89 -1.57
H -0.05 2.23 0.02
H 1.41 -0.17 1.47
H -1.90 1.82 -0.97
H -2.19 0.00 -1.22
H -3.36 0.89 -0.19
H 2.36 1.39 -0.99
H 3.31 0.44 0.01
H 2.59 1.79 0.58

Atom charges from the Löwdin analysis, given in e for atoms 1 to 8: number 1, C, carries -0.20; number 2, C, carries -0.16; number 3, C, carries -0.05; number 4, C, carries -0.03; number 5, C, carries -0.29; number 6, C, carries 0.00; number 7, N, carries -0.19; number 8, N, carries 0.19

## Q
# C6H13N2

A molecular structure, C6H13N2 (ωB97M-V/def2-TZVPD, the OMol25 dataset).

The charge is +1. As for the HOMO energy: -13.0 eV. The LUMO energy is -3.131 eV. For the HOMO-LUMO gap, the calculation gives 9.86 eV.

Element x y z (Å)
C -1.34 0.78 -0.54
C -0.69 0.21 -1.51
C 0.90 1.38 -3.08
C -0.35 -0.55 3.47
C -0.06 0.14 -2.85
C 0.83 -0.95 2.79
N 0.95 -0.88 1.56
N -0.77 -0.46 -0.07
H -1.94 1.44 -0.08
H 0.35 2.19 -3.57
H 1.70 1.14 -3.74
H 1.30 1.82 -2.16
H -0.23 -0.11 4.43
H -1.10 -1.49 3.64
H -0.91 0.11 2.88
H 0.52 -0.73 -2.89
H -0.95 0.13 -3.61
H 1.53 -1.21 3.49
H 1.87 -1.07 1.05
H 0.05 -0.75 0.79
H -1.65 -1.14 0.03

Atom charges from the Löwdin analysis, given in e for atoms 1 to 8: number 1, C, carries 0.03; number 2, C, carries -0.07; number 3, C, carries -0.07; number 4, C, carries -0.04; number 5, C, carries -0.16; number 6, C, carries -0.20; number 7, N, carries 0.16; number 8, N, carries 0.03

## R
# C6H13N2

A gas-phase ion, C6H13N2 (charge +1) (ωB97M-V/def2-TZVPD, the OMol25 dataset).

The charge is +1. As for the HOMO energy: -13.1 eV. The LUMO energy is -4.685 eV. The SMILES is C=[N+](C)CC/C=N/C. For the HOMO-LUMO gap, the calculation gives 8.40 eV.

Element x y z (Å)
C -2.48 -0.26 0.99
N -1.66 0.24 0.14
C -1.03 1.53 0.32
C -1.13 -0.53 -0.89
C -0.12 -1.41 -0.36
C 1.27 -0.92 -0.17
N 1.55 0.30 0.04
C 2.88 0.82 0.06
H -2.80 0.29 1.80
H -2.96 -1.26 0.93
H -1.10 1.91 1.29
H 0.06 1.33 0.07
H -1.31 2.10 -0.58
H -0.76 0.01 -1.72
H -1.91 -1.31 -1.30
H -0.47 -1.89 0.59
H 0.10 -2.06 -1.17
H 2.18 -1.70 -0.19
H 3.54 0.12 0.55
H 3.35 0.88 -0.92
H 2.80 1.81 0.52

Atom charges from the Löwdin analysis, given in e for atoms 1 to 8: number 1, C, carries 0.20; number 2, N, carries -0.15; number 3, C, carries 0.02; number 4, C, carries -0.19; number 5, C, carries -0.17; number 6, C, carries -0.14; number 7, N, carries -0.07; number 8, C, carries -0.09

So which one is most stable? That would be R, about 0.0630 hartree below the next structure.

## P
# C4H13N2S

A gas-phase ion, C4H13N2S (charge +1) (ωB97M-V/def2-TZVPD, the OMol25 dataset).

The charge is +1. As for the HOMO energy: -12.2 eV. The LUMO energy is -3.572 eV. The SMILES is NC[C@@H]([NH3+])CCS. For the HOMO-LUMO gap, the calculation gives 8.67 eV.

Element x y z (Å)
N 1.63 -0.77 -1.17
C 1.25 -0.86 0.26
C 0.44 0.31 0.69
N 1.23 1.58 0.70
C -0.90 0.55 -0.07
C -1.95 -0.60 0.22
S -3.34 -0.15 -0.99
H 1.05 -1.17 -1.87
H 2.65 -0.71 -1.30
H 0.69 -1.76 0.52
H 2.06 -0.96 0.95
H 0.24 0.12 1.83
H 2.05 1.39 1.26
H 1.45 1.81 -0.34
H 0.59 2.38 1.01
H -1.50 1.45 0.10
H -0.53 0.56 -1.14
H -1.48 -1.46 -0.17
H -2.29 -0.49 1.29
H -3.35 -1.22 -1.80

Atom charges from the Löwdin analysis, given in e for atoms 1 to 8: number 1, N, carries 0.04; number 2, C, carries -0.24; number 3, C, carries -0.36; number 4, N, carries 0.20; number 5, C, carries -0.27; number 6, C, carries -0.46; number 7, S, carries 0.71; number 8, H, carries 0.08

## Q
# C4H13N2S

2 unconnected molecules or ions with the total composition C4H13N2S (ωB97M-V/def2-TZVPD, the OMol25 dataset).

The charge is +1. As for the HOMO energy: -12.1 eV. The LUMO energy is -3.284 eV. For the HOMO-LUMO gap, the calculation gives 8.86 eV.

Element x y z (Å)
C 1.53 -2.84 -0.80
N 1.67 0.81 -1.23
C 1.24 -0.41 -1.00
N 1.97 -1.48 -1.09
H 1.98 -3.52 -1.53
H 0.45 -2.91 -0.89
H 1.84 -3.13 0.20
H 2.65 1.03 -1.32
H 1.04 1.56 -0.98
H 0.19 -0.47 -0.74
H 2.95 -1.37 -1.34
C -2.36 2.17 0.68
S -0.97 1.13 1.16
C -1.79 -0.46 0.89
H -3.16 2.08 1.40
H -2.73 1.89 -0.30
H -2.04 3.21 0.62
H -1.14 -1.28 1.19
H -2.70 -0.49 1.47
H -2.06 -0.57 -0.17

Atom charges from the Löwdin analysis, given in e for atoms 1 to 8: number 1, C, carries -0.02; number 2, N, carries 0.19; number 3, C, carries -0.16; number 4, N, carries 0.03; number 5, H, carries 0.10; number 6, H, carries 0.10; number 7, H, carries 0.10; number 8, H, carries 0.14

So which one is most stable? That would be Q, about 0.0556 hartree below the next structure.